Record 1
ORCA calculation (wB97M-V/def2-TZVPD) on a structure of composition C26H31CoN2O8 at a distorted geometry.

Structure (XYZ):
```
68
Properties=species:S:1:pos:R:3:lowdin_charge:R:1
O -2.80 1.12 -3.82 -0.0924
C -1.87 0.89 -2.71 -0.1844
C -1.31 2.32 -2.71 -0.0658
H -1.09 0.14 -2.88 0.0673
H -2.47 0.58 -1.83 0.1101
C -2.50 2.54 -3.77 -0.5137
H -0.33 2.47 -3.22 0.1099
H -1.38 2.78 -1.71 0.0924
C -1.93 3.03 -5.12 -0.0299
H -1.24 2.29 -5.60 0.0842
H -1.30 3.94 -4.95 0.0890
H -2.77 3.33 -5.80 0.0922
C -3.70 3.34 -3.19 -0.0075
H -3.55 3.43 -2.11 0.0738
H -4.70 2.91 -3.35 0.0885
H -3.74 4.34 -3.64 0.0787
Co 0.91 -0.47 0.09 0.9479
C 1.27 2.07 1.84 -0.1198
C 2.58 1.50 1.88 -0.1239
C 2.97 1.18 0.56 -0.1391
H 3.20 1.46 2.77 0.1052
C 1.88 1.54 -0.34 -0.2186
C 0.80 2.03 0.51 -0.1956
H -0.14 2.44 0.16 0.0693
H 0.77 2.53 2.69 0.0976
H 3.96 0.81 0.26 0.1033
H 1.96 1.68 -1.42 0.0904
C -1.90 -0.92 2.68 -0.0746
C -1.62 0.39 2.21 -0.0600
C -1.47 0.34 0.80 -0.1318
H -1.54 1.27 2.86 0.1126
C -1.50 -1.07 0.40 -0.1479
C -1.83 -1.81 1.57 -0.0468
H -2.08 -2.87 1.59 0.1218
H -2.20 -1.19 3.69 0.1139
H -1.63 1.17 0.11 0.0764
H -1.36 -1.50 -0.60 0.0969
O 0.79 -1.33 -3.51 -0.1791
C 0.21 -0.62 -4.70 -0.1762
C 0.59 -1.28 -6.04 -0.1641
H 0.55 0.45 -4.65 0.1219
H -0.91 -0.68 -4.66 0.1139
C 1.57 -2.38 -5.62 -0.1583
H 0.97 -0.55 -6.76 0.1111
H -0.33 -1.67 -6.49 0.1089
C 1.68 -2.33 -4.07 -0.1956
H 2.54 -2.18 -6.09 0.1052
H 1.24 -3.36 -5.98 0.1071
H 2.75 -2.10 -3.89 0.1139
H 1.44 -3.28 -3.57 0.1182
O 0.81 -3.32 2.29 0.0411
C 1.23 -2.20 2.57 -0.5731
O 1.63 -1.28 1.75 -0.1166
C 1.28 -1.87 4.08 -0.0705
C 0.99 -0.58 4.55 0.0702
C 0.91 -0.28 5.93 -0.1203
C 1.16 -1.30 6.86 0.1016
C 1.40 -2.62 6.40 -0.1196
C 1.46 -2.90 5.02 0.1020
N 1.50 -3.67 7.37 -0.3181
O 1.37 -3.36 8.58 0.0614
O 1.70 -4.83 6.96 0.0718
N 0.59 1.06 6.33 -0.3083
O 0.39 1.91 5.43 0.0451
O 0.52 1.30 7.55 0.0768
H 0.81 0.23 3.86 0.0967
H 1.17 -1.09 7.92 0.1296
H 1.64 -3.91 4.66 0.1339
```

Computed properties:
- Relative energy (zero: lowest compared OMol25 entry of this formula, charge and spin): 138.33 kJ/mol
- <S²>: 6.032
- 2S+1: 5



Record 2
ORCA calculation (wB97M-V/def2-TZVPD) on an isolated molecule of C26H31FN6S.

Structure (XYZ):
```
65
Properties=species:S:1:pos:R:3:lowdin_charge:R:1
C 0.97 1.68 2.00 -0.0367
C 1.50 1.34 0.64 -0.2030
C 2.10 2.29 -0.14 0.0500
C 2.58 1.96 -1.44 -0.2746
N 3.09 2.91 -2.27 -0.0776
C 3.80 4.08 -1.82 -0.1379
C 5.30 3.81 -1.78 -0.1832
N 5.76 3.43 -3.11 -0.2343
C 7.19 3.28 -3.17 -0.1047
C 5.06 2.24 -3.56 -0.1817
C 3.56 2.51 -3.58 -0.1437
N 2.49 0.73 -1.91 0.1544
C 1.92 -0.23 -1.17 -0.2212
C 1.87 -1.54 -1.69 -0.0029
C 1.31 -2.55 -0.98 -0.0154
C 0.74 -2.31 0.29 -0.2663
N 0.18 -3.40 0.97 0.0413
C -0.73 -3.40 1.99 -0.8261
S -0.65 -4.62 3.10 0.6600
N -1.67 -2.42 2.03 -0.1200
C -2.26 -1.87 0.82 -0.1135
C -3.50 -2.69 0.42 -0.1216
N -4.47 -2.72 1.49 -0.1052
C -5.50 -1.81 1.53 -0.2296
C -5.92 -1.20 2.72 -0.0225
C -7.01 -0.34 2.74 -0.0124
C -7.68 -0.07 1.57 -0.2898
F -8.74 0.77 1.58 0.0433
C -7.30 -0.66 0.37 -0.0116
C -6.22 -1.52 0.36 -0.0193
C -3.87 -3.25 2.70 -0.1441
C -2.64 -2.43 3.12 -0.1771
C 0.80 -1.05 0.84 0.0269
C 1.39 0.01 0.13 -0.1084
H -0.10 1.49 2.05 0.0862
H 1.15 2.73 2.23 0.0784
H 1.47 1.07 2.76 0.0908
H 2.18 3.30 0.23 0.1021
H 3.46 4.40 -0.83 0.1058
H 3.60 4.89 -2.53 0.1282
H 5.84 4.71 -1.48 0.1212
H 5.51 3.01 -1.04 0.1305
H 7.48 3.05 -4.19 0.0829
H 7.67 4.21 -2.87 0.0823
H 7.56 2.47 -2.51 0.0880
H 5.41 1.99 -4.56 0.1211
H 5.26 1.38 -2.89 0.1268
H 3.02 1.61 -3.88 0.1098
H 3.35 3.32 -4.28 0.1260
H 2.29 -1.70 -2.67 0.1120
H 1.28 -3.56 -1.38 0.1138
H 0.71 -4.26 0.92 0.1172
H -1.54 -1.87 0.01 0.1131
H -2.56 -0.84 1.03 0.1363
H -3.93 -2.26 -0.48 0.1115
H -3.18 -3.72 0.20 0.1353
H -5.40 -1.38 3.65 0.0997
H -7.33 0.13 3.66 0.1177
H -7.85 -0.45 -0.53 0.1176
H -5.95 -2.00 -0.56 0.1065
H -4.61 -3.29 3.50 0.1208
H -3.54 -4.27 2.49 0.1116
H -2.17 -2.86 4.00 0.0742
H -2.92 -1.39 3.32 0.1247
H 0.39 -0.88 1.82 0.1161
```

Computed properties:
- Relative energy (zero: lowest compared OMol25 entry of this formula, charge and spin): 0.00 kJ/mol
- 2S+1: 1
- SMILES: Cc1cc(N2CCN(C)CC2)nc2ccc(NC(=S)N3CCN(c4ccc(F)cc4)CC3)cc12



Record 3
ORCA calculation (wB97M-V/def2-TZVPD) on a structure of composition C26H31Ge2N5O4Zr at a distorted geometry.

Structure (XYZ):
```
69
Properties=species:S:1:pos:R:3:lowdin_charge:R:1
Zr -0.22 0.85 -1.25 1.5994
C 0.56 4.44 0.48 0.0385
C -0.79 3.93 0.12 -0.2807
N -1.09 2.75 -0.43 0.0079
C -2.46 2.77 -0.66 -0.1321
C -2.98 3.95 -0.24 -0.0211
N -1.91 4.65 0.25 0.2261
C -4.34 4.60 -0.19 -0.4503
O -5.36 3.92 -0.67 0.1933
O -4.41 5.69 0.30 0.1758
C -3.06 1.64 -1.37 -0.4684
O -4.22 1.49 -1.60 0.1903
O -2.09 0.77 -1.73 -0.2200
H 1.31 3.67 0.35 0.0692
H 0.58 4.79 1.52 0.1089
H 0.82 5.28 -0.16 0.1113
H -2.02 5.59 0.62 0.2021
H -5.12 3.04 -1.03 0.0971
C -1.59 -4.09 -2.77 -0.1434
C -1.64 -2.64 -2.27 -0.3461
Ge 0.03 -2.06 -1.44 0.8792
C 1.16 -1.00 -2.69 -0.4179
C 1.67 -2.03 -3.72 -0.1161
C 0.95 -3.18 -0.17 -0.1929
C 0.90 -2.65 1.08 -0.3293
Ge -0.06 -0.94 0.96 0.9127
C 1.14 0.68 1.10 -0.3807
C 1.26 1.08 2.58 -0.1167
C -1.85 -0.54 1.68 -0.3420
C -2.08 -0.89 3.16 -0.1434
C 1.44 -3.21 2.31 -0.2475
C 2.23 -4.37 2.31 -0.0136
C 2.71 -4.88 3.50 -0.0410
C 2.42 -4.25 4.71 -0.0413
C 1.64 -3.10 4.72 -0.0490
C 1.16 -2.58 3.53 -0.0591
H -2.55 -4.38 -3.19 0.0878
H -1.37 -4.78 -1.95 0.0764
H -0.83 -4.23 -3.54 0.0686
H -2.43 -2.53 -1.53 0.0691
H -1.88 -1.95 -3.08 0.0710
H 2.02 -0.53 -2.18 0.0686
H 0.66 -0.22 -3.29 0.0535
H 2.23 -2.83 -3.23 0.0848
H 2.34 -1.55 -4.43 0.0939
H 0.84 -2.47 -4.27 0.0786
H 1.40 -4.14 -0.39 0.0737
H 0.80 1.61 0.60 -0.0149
H 2.11 0.43 0.67 0.0886
H 0.29 1.29 3.02 0.0768
H 1.88 1.96 2.69 0.0882
H 1.73 0.27 3.15 0.0756
H -2.57 -1.08 1.06 0.0699
H -2.03 0.53 1.52 0.0559
H -1.91 -1.95 3.34 0.0797
H -3.11 -0.67 3.44 0.0881
H -1.42 -0.33 3.82 0.0660
H 2.47 -4.87 1.39 0.1133
H 3.32 -5.77 3.49 0.1201
H 2.80 -4.65 5.63 0.1202
H 1.41 -2.61 5.66 0.1173
H 0.54 -1.69 3.55 0.0698
N 1.20 2.01 -2.12 -0.0393
C 1.89 2.69 -2.82 -0.0982
C 2.67 3.44 -3.59 -0.2122
C 3.82 2.85 -4.20 -0.1738
N 4.73 2.32 -4.65 0.2022
C 2.30 4.82 -3.73 -0.1764
N 1.95 5.91 -3.75 0.1976
```

Computed properties:
- Relative energy (zero: lowest compared OMol25 entry of this formula, charge and spin): 0.00 kJ/mol
- 2S+1: 1
- Total charge: +2



Please write out number 3 again, unchanged.
ORCA calculation (wB97M-V/def2-TZVPD) on a structure of composition C26H31Ge2N5O4Zr at a distorted geometry.

Structure (XYZ):
```
69
Properties=species:S:1:pos:R:3:lowdin_charge:R:1
Zr -0.22 0.85 -1.25 1.5994
C 0.56 4.44 0.48 0.0385
C -0.79 3.93 0.12 -0.2807
N -1.09 2.75 -0.43 0.0079
C -2.46 2.77 -0.66 -0.1321
C -2.98 3.95 -0.24 -0.0211
N -1.91 4.65 0.25 0.2261
C -4.34 4.60 -0.19 -0.4503
O -5.36 3.92 -0.67 0.1933
O -4.41 5.69 0.30 0.1758
C -3.06 1.64 -1.37 -0.4684
O -4.22 1.49 -1.60 0.1903
O -2.09 0.77 -1.73 -0.2200
H 1.31 3.67 0.35 0.0692
H 0.58 4.79 1.52 0.1089
H 0.82 5.28 -0.16 0.1113
H -2.02 5.59 0.62 0.2021
H -5.12 3.04 -1.03 0.0971
C -1.59 -4.09 -2.77 -0.1434
C -1.64 -2.64 -2.27 -0.3461
Ge 0.03 -2.06 -1.44 0.8792
C 1.16 -1.00 -2.69 -0.4179
C 1.67 -2.03 -3.72 -0.1161
C 0.95 -3.18 -0.17 -0.1929
C 0.90 -2.65 1.08 -0.3293
Ge -0.06 -0.94 0.96 0.9127
C 1.14 0.68 1.10 -0.3807
C 1.26 1.08 2.58 -0.1167
C -1.85 -0.54 1.68 -0.3420
C -2.08 -0.89 3.16 -0.1434
C 1.44 -3.21 2.31 -0.2475
C 2.23 -4.37 2.31 -0.0136
C 2.71 -4.88 3.50 -0.0410
C 2.42 -4.25 4.71 -0.0413
C 1.64 -3.10 4.72 -0.0490
C 1.16 -2.58 3.53 -0.0591
H -2.55 -4.38 -3.19 0.0878
H -1.37 -4.78 -1.95 0.0764
H -0.83 -4.23 -3.54 0.0686
H -2.43 -2.53 -1.53 0.0691
H -1.88 -1.95 -3.08 0.0710
H 2.02 -0.53 -2.18 0.0686
H 0.66 -0.22 -3.29 0.0535
H 2.23 -2.83 -3.23 0.0848
H 2.34 -1.55 -4.43 0.0939
H 0.84 -2.47 -4.27 0.0786
H 1.40 -4.14 -0.39 0.0737
H 0.80 1.61 0.60 -0.0149
H 2.11 0.43 0.67 0.0886
H 0.29 1.29 3.02 0.0768
H 1.88 1.96 2.69 0.0882
H 1.73 0.27 3.15 0.0756
H -2.57 -1.08 1.06 0.0699
H -2.03 0.53 1.52 0.0559
H -1.91 -1.95 3.34 0.0797
H -3.11 -0.67 3.44 0.0881
H -1.42 -0.33 3.82 0.0660
H 2.47 -4.87 1.39 0.1133
H 3.32 -5.77 3.49 0.1201
H 2.80 -4.65 5.63 0.1202
H 1.41 -2.61 5.66 0.1173
H 0.54 -1.69 3.55 0.0698
N 1.20 2.01 -2.12 -0.0393
C 1.89 2.69 -2.82 -0.0982
C 2.67 3.44 -3.59 -0.2122
C 3.82 2.85 -4.20 -0.1738
N 4.73 2.32 -4.65 0.2022
C 2.30 4.82 -3.73 -0.1764
N 1.95 5.91 -3.75 0.1976
```

Computed properties:
- Relative energy (zero: lowest compared OMol25 entry of this formula, charge and spin): 0.00 kJ/mol
- 2S+1: 1
- Total charge: +2